ORCA calculation (wB97M-V/def2-TZVPD) on one molecule with the formula CH5PS2 in a non-equilibrium geometry.

**ΔE to the lowest compared entry with this formula, charge and spin**: 13.9 kcal/mol
**LUMO level**: 0.4947 eV
**Total energy**: -32077.45510 eV
**HOMO-LUMO gap**: 9.40 eV
**SMILES string**: C[P@@H](=S)S

Structure (ORCA input):
```
! wB97M-V def2-TZVPD RIJCOSX def2/J DEFGRID3
* xyz 0 1
H -1.50 0.35 1.16
H -1.78 0.85 -0.54
S 0.29 -2.11 -0.21
H -0.71 1.80 0.61
P 0.58 -0.06 -0.23
S 2.24 0.82 0.41
C -1.00 0.87 0.31
H 1.54 -2.60 0.07
H 0.34 0.09 -1.58
*
```

ORCA calculation (wB97M-V/def2-TZVPD) on a 15-piece molecular cluster, H30O15 overall in a non-equilibrium geometry.

**ΔE to the lowest compared entry with this formula, charge and spin**: 73.0 kcal/mol
**LUMO level**: -0.2518 eV
**Total energy**: -31198.50083 eV
**HOMO-LUMO gap**: 10.53 eV

Structure (ORCA input):
```
! wB97M-V def2-TZVPD RIJCOSX def2/J DEFGRID3
* xyz 0 1
H 0.44 -2.54 1.24
O -1.93 0.01 3.13
H -1.30 -3.56 3.02
H -0.07 1.27 1.04
O -1.02 3.16 -2.54
O 0.94 -1.94 0.68
H -2.59 -2.73 3.00
O -2.28 -0.45 -0.98
O -0.45 -1.96 -3.41
H -1.95 0.44 -1.12
H 2.39 0.22 2.99
H -3.73 2.78 2.20
H 3.94 1.02 0.04
H -0.84 2.22 -2.68
H -1.21 2.22 0.32
O -2.23 -3.60 2.78
O -2.10 0.63 -3.46
H 2.86 -2.90 -2.09
H -3.38 1.25 2.25
O 2.43 -0.24 -2.81
H 4.45 1.44 -1.42
H 1.94 -0.37 4.26
H 1.06 2.71 3.10
H -1.54 0.65 2.51
O 1.28 2.62 2.18
H 1.63 -0.41 -3.36
H -0.26 3.45 -2.00
H 2.03 -0.80 -2.11
H -0.48 -2.67 -2.75
O 4.49 1.64 -0.48
H 1.65 -2.92 -3.07
O 1.97 -3.27 -2.23
H -0.55 -2.61 -4.14
H -2.56 0.09 3.84
O -0.99 1.47 0.87
H -2.72 -0.36 -0.12
O 1.57 0.11 3.50
H 1.66 -0.02 0.41
O 1.88 0.85 0.05
H 1.49 0.82 -0.84
H 1.55 1.74 1.93
H -2.76 0.70 -4.16
O -3.79 1.98 2.73
H -2.56 0.37 -2.65
H 1.66 -2.52 0.37
*
```

ORCA calculation (wB97M-V/def2-TZVPD) on a 5-piece molecular cluster, C26H35Br2F3O16 overall.

**LUMO level**: -1.6696 eV
**Total energy**: -208525.84219 eV
**HOMO-LUMO gap**: 7.97 eV
**SMILES string**: CC(=O)OCCC1=C(C(F)(F)F)C(=O)C=C(/C(Br)=C(\C)Br)C1=O.COC(=O)OC.COC(=O)OC.COC(=O)OC.COC(=O)OC

Structure (ORCA input):
```
! wB97M-V def2-TZVPD RIJCOSX def2/J DEFGRID3
* xyz 0 1
H 6.43 -4.28 -1.61
F 2.09 -2.46 2.90
H 1.32 2.49 3.32
H -5.93 6.14 -2.63
H 7.12 -5.35 -6.26
H 8.07 -6.84 -6.49
H 0.42 5.19 2.27
H -10.08 7.41 0.86
H 7.57 -7.44 2.19
Br -2.67 1.50 2.50
C 1.84 -0.51 1.64
O -0.63 0.95 -0.30
O -1.42 -5.41 0.23
O 7.66 -4.17 -3.96
C -1.21 3.87 1.84
C 7.64 -5.34 -3.69
C -10.77 8.10 0.38
H -1.80 3.40 -1.36
C -1.17 2.55 2.02
H 8.19 -4.25 -1.36
C -2.42 2.84 -2.06
O 5.64 -7.99 1.67
C 1.15 1.77 2.53
C 0.71 -0.59 0.93
H -11.07 7.69 -0.59
C -6.04 5.71 -1.64
C -0.57 -2.75 1.35
H -0.89 -6.91 2.39
F 2.88 -2.50 0.89
C -1.01 -5.84 2.55
C 0.08 -1.81 0.31
C -9.06 9.39 -0.54
C -4.19 4.32 -1.86
O 0.03 -4.05 1.26
H -7.09 5.61 -1.39
H -0.44 -2.38 2.37
O -8.57 8.42 -1.06
C 2.69 -1.71 1.96
H 0.71 4.09 0.90
H -0.29 -5.48 3.29
O -5.49 4.39 -1.59
O -3.48 5.26 -2.13
C 7.97 -5.92 -5.91
O -8.60 10.63 -0.61
C 7.31 -4.89 -1.43
C 3.15 -5.56 1.49
O 3.42 1.20 2.21
H -7.16 11.83 -1.36
C -7.41 10.77 -1.39
O -10.16 9.39 0.21
O 7.78 -6.34 -4.56
H 7.32 -7.81 0.46
H -11.64 8.27 1.00
H 0.80 -2.38 -0.27
H 8.87 -5.32 -6.00
H -0.38 5.49 0.73
C 2.27 0.85 2.15
C 5.13 -6.77 1.49
F 3.89 -1.39 2.42
H 7.17 -5.46 -0.51
C -0.85 -5.11 1.24
H -6.60 10.18 -0.97
H -5.55 6.36 -0.91
Br -2.79 4.84 2.11
H 3.30 -5.19 0.48
H 2.10 -5.76 1.66
H -1.64 -2.85 1.13
H -2.25 1.77 -1.93
C 0.02 1.71 1.83
O 7.47 -5.86 -2.47
H -2.18 3.14 -3.08
O 3.82 -6.82 1.66
O 5.77 -5.78 1.22
C 7.05 -8.08 1.48
O -3.81 3.05 -1.77
H 3.51 -4.84 2.21
H 7.30 -9.13 1.67
H -7.59 10.46 -2.42
H -2.02 -5.65 2.92
C -0.03 0.70 0.71
C -0.04 4.70 1.41
H -0.69 -1.46 -0.38
*
```

ORCA calculation (wB97M-V/def2-TZVPD) on one molecule with the formula C5H6O2 in a non-equilibrium geometry.

**ΔE to the lowest compared entry with this formula, charge and spin**: 95.6 kcal/mol
**LUMO level**: 0.4609 eV
**Total energy**: -9372.95192 eV
**HOMO-LUMO gap**: 9.95 eV
**SMILES string**: O=CCC#CCO

Structure (ORCA input):
```
! wB97M-V def2-TZVPD RIJCOSX def2/J DEFGRID3
* xyz 0 1
H 2.93 -0.01 0.92
H -1.10 -1.03 0.67
C 2.32 -0.17 0.03
H -2.03 -0.64 -1.40
C -0.23 0.17 0.45
H 2.61 -1.13 -0.41
H -2.11 0.60 1.46
O -3.73 0.09 -0.57
C -1.65 0.04 0.62
O 2.53 0.81 -0.97
H 2.11 1.62 -0.67
C -2.55 -0.15 -0.55
C 0.92 -0.20 0.42
*
```

Among the records above, which one has the highest LUMO level?
CH5PS2

Repeat the fourth record exactly.
ORCA calculation (wB97M-V/def2-TZVPD) on one molecule with the formula C5H6O2 in a non-equilibrium geometry.

**ΔE to the lowest compared entry with this formula, charge and spin**: 95.6 kcal/mol
**LUMO level**: 0.4609 eV
**Total energy**: -9372.95192 eV
**HOMO-LUMO gap**: 9.95 eV
**SMILES string**: O=CCC#CCO

Structure (ORCA input):
```
! wB97M-V def2-TZVPD RIJCOSX def2/J DEFGRID3
* xyz 0 1
H 2.93 -0.01 0.92
H -1.10 -1.03 0.67
C 2.32 -0.17 0.03
H -2.03 -0.64 -1.40
C -0.23 0.17 0.45
H 2.61 -1.13 -0.41
H -2.11 0.60 1.46
O -3.73 0.09 -0.57
C -1.65 0.04 0.62
O 2.53 0.81 -0.97
H 2.11 1.62 -0.67
C -2.55 -0.15 -0.55
C 0.92 -0.20 0.42
*
```

The highest HOMO-LUMO gap belongs to which entry?
H30O15